Here is a cluster of 20 separate species, C32H102F6N12O32P in total at a distorted geometry from OMol25. Energies are from ωB97M-V with the def2-TZVPD basis set.

The geometry in XYZ format:
```
185
Properties=species:S:1:pos:R:3:forces:R:3:lowdin_charge:R:1
P -1.5355 0.7104 -0.3805 0.567 0.033 1.120 0.263
F -1.3927 1.3990 -1.8360 -0.143 -0.272 -0.011 -0.138
F -2.5893 1.9335 0.0912 1.105 -1.036 -0.560 -0.164
F -2.7814 -0.1451 -0.8855 -0.570 -0.397 -0.470 -0.133
F -1.7044 -0.0059 1.1021 -0.020 0.342 -0.676 -0.167
F -0.4931 -0.5089 -0.8652 -1.207 0.840 0.396 -0.174
F -0.2842 1.5105 0.1597 0.087 0.443 -0.114 -0.118
C -2.0301 -4.0006 3.9881 0.619 1.592 -0.813 -0.227
C -2.1445 -2.5042 3.7673 0.217 -0.356 -0.419 -0.245
O -3.3879 -1.9832 4.2239 0.527 -0.525 0.780 -0.046
O -2.7662 -4.6195 2.9414 0.037 1.020 0.410 -0.042
H -2.3851 -4.0803 4.9871 -0.634 -1.190 0.922 0.115
H -0.9619 -4.2697 3.9181 -0.363 -0.055 0.235 0.107
H -2.2289 -2.4299 2.7001 0.944 0.584 -0.910 0.084
H -1.2072 -2.0676 4.1875 -0.861 0.340 -0.219 0.123
H -3.3020 -1.0297 4.2670 -0.046 0.588 0.009 0.048
H -2.7687 -5.5355 3.1279 -0.296 -1.617 0.052 0.074
C 2.2921 -4.0413 -2.8896 1.017 -0.410 -0.358 -0.288
C 1.5756 -2.7776 -3.0721 -1.625 1.082 0.551 -0.173
O 0.8581 -2.4738 -1.8208 -0.714 -0.566 -1.541 -0.138
O 1.4004 -5.1002 -2.9886 -1.120 -0.546 0.932 -0.059
H 2.7336 -4.0290 -1.9188 0.758 0.025 0.974 0.109
H 3.1028 -4.1852 -3.6053 -0.085 0.040 -0.204 0.129
H 0.8375 -2.9754 -3.8570 0.037 0.397 -0.056 0.130
H 2.1355 -1.8830 -3.2929 0.554 -0.074 -0.228 0.089
H -0.1135 -2.4988 -2.0481 0.920 0.131 0.601 0.069
H 0.7666 -4.9859 -2.2216 0.520 -0.597 -1.034 0.065
C -1.5827 -0.8392 -4.5052 0.227 0.263 -1.521 -0.221
C -1.6481 0.5828 -5.1615 0.530 -1.654 2.699 -0.251
O -1.0963 0.5591 -6.4271 0.990 1.433 -0.562 -0.031
O -2.6430 -1.6073 -5.0615 -0.025 0.257 0.142 -0.074
H -1.6086 -0.9146 -3.4209 0.185 0.626 -0.138 0.088
H -0.6576 -1.2816 -4.9022 0.209 -0.015 0.472 0.109
H -1.0171 1.2635 -4.5494 -0.582 -0.141 -0.507 0.101
H -2.7063 0.8082 -5.0610 -0.167 0.728 -0.607 0.106
H -1.3848 -0.1430 -6.9832 -0.812 -0.995 -0.282 0.085
H -3.1296 -2.0088 -4.3269 -0.270 -0.437 -0.141 0.028
C 4.3030 3.5729 4.8917 0.515 -2.097 -1.099 -0.245
C 4.5599 2.0862 4.5541 0.347 -0.268 2.416 -0.202
O 3.4543 1.1805 4.7458 0.343 1.081 0.345 -0.086
O 3.3243 4.0545 4.0361 -0.693 0.725 0.244 -0.057
H 5.2012 4.0954 4.6903 1.141 0.538 -0.484 0.106
H 4.1675 3.7161 5.9319 -0.971 0.141 1.238 0.105
H 5.3759 1.8002 5.2628 -0.417 -0.203 -0.478 0.124
H 4.9610 2.0360 3.5799 0.233 -0.243 -1.356 0.098
H 3.2054 0.7322 3.9165 0.316 0.292 -0.403 0.031
H 2.5771 3.4940 4.2519 -0.795 -0.126 -0.402 0.079
C 1.8354 1.9636 -3.1948 0.777 -0.055 1.552 -0.244
C 1.7463 0.7143 -3.9717 -1.529 1.514 -1.154 -0.162
O 1.8153 1.1973 -5.3870 0.120 -1.382 1.211 -0.075
O 3.2022 2.3738 -3.1269 0.066 0.237 1.209 -0.101
H 1.3484 1.8084 -2.2094 0.640 0.074 -0.069 0.128
H 1.2419 2.7234 -3.6601 -0.253 0.635 -0.481 0.096
H 0.7447 0.3542 -3.7179 0.060 -0.599 -0.599 0.102
H 2.4978 0.0161 -3.6436 0.471 -0.264 -0.539 0.102
H 1.2922 0.5773 -5.9053 -0.113 -0.026 -0.258 0.072
H 3.5612 2.0722 -2.2390 -0.550 0.321 -0.874 0.039
C 4.9682 -2.8381 1.4010 -1.443 -0.143 0.779 -0.288
C 5.8225 -2.0291 2.3170 1.999 -0.141 -0.595 -0.209
O 5.7578 -0.6721 1.9708 3.599 0.047 -0.399 -0.084
O 5.5657 -3.0284 0.1647 0.649 0.402 -1.422 -0.055
H 3.9863 -2.3753 1.2239 0.064 0.144 0.439 0.104
H 4.7448 -3.7809 1.8910 0.227 -0.512 -0.273 0.110
H 6.9177 -2.3198 2.0412 -1.740 0.271 0.868 0.157
H 5.6480 -2.1818 3.3829 -0.167 -0.079 -0.023 0.122
H 4.9324 -0.2767 2.0100 -3.505 0.866 0.601 0.004
H 5.6083 -2.1425 -0.2572 -0.036 -0.819 0.243 0.069
C 2.3421 4.7451 -5.9698 -1.128 0.204 0.471 -0.237
C 0.9062 4.9158 -6.4702 0.213 -1.158 -0.722 -0.224
O 0.0843 3.7886 -6.1674 0.425 -1.014 0.182 -0.103
O 3.0906 3.6963 -6.5321 0.407 1.181 -1.114 -0.044
H 2.2743 4.5940 -4.8768 0.208 0.395 -0.235 0.121
H 2.7677 5.7178 -6.2275 0.735 -0.265 0.270 0.120
H 0.8364 5.1215 -7.5516 0.373 -0.226 0.124 0.120
H 0.4534 5.7593 -5.9951 -0.190 0.602 0.616 0.105
H 0.6295 2.9608 -6.1799 -0.629 0.913 -0.042 0.081
H 2.8208 2.8501 -6.2073 -0.428 -0.872 0.701 0.031
C -2.8288 3.5439 -3.4359 1.981 0.167 0.864 -0.232
C -1.6533 4.2366 -2.7656 0.218 -0.446 -1.062 -0.256
O -0.7983 4.8639 -3.6940 0.593 -1.321 -1.775 -0.082
O -3.7670 3.1253 -2.4838 -1.030 -0.480 0.146 -0.065
H -2.3495 2.7238 -3.9418 -0.484 -0.512 -0.741 0.079
H -3.2049 4.2890 -4.0969 -0.977 0.126 -0.679 0.125
H -1.1480 3.5465 -2.1185 0.467 -0.286 0.394 0.087
H -2.0273 5.0301 -2.2300 -0.928 1.709 1.788 0.101
H -0.6318 4.2429 -4.4759 -0.109 1.050 1.169 0.070
H -3.3452 2.5213 -1.8565 0.275 0.321 0.096 0.047
C 1.5960 4.7751 -0.7487 0.245 0.802 -0.191 -0.230
C 2.8325 4.3905 0.1086 0.050 -0.729 -2.226 -0.203
O 2.5788 4.1569 1.4761 -0.826 0.529 -0.453 -0.096
O 1.2906 6.1674 -0.7094 -0.353 0.665 1.690 -0.086
H 0.6919 4.2066 -0.5627 -0.091 -0.450 0.630 0.099
H 1.7506 4.6482 -1.8327 0.654 -0.426 0.479 0.116
H 3.6222 5.1333 -0.1037 -0.362 0.022 0.473 0.130
H 3.1868 3.4692 -0.3815 0.090 -0.055 0.351 0.095
H 3.3827 4.0871 1.9973 0.086 0.032 0.199 0.074
H 1.0388 6.4159 0.2155 0.254 -0.353 -1.234 0.090
C -2.9207 -3.6289 -1.8563 -1.999 -0.309 -2.865 -0.203
C -4.3697 -3.1543 -2.1712 -0.529 -2.086 2.382 -0.254
O -4.5660 -2.8311 -3.4949 0.730 0.232 -1.125 -0.068
O -1.9820 -2.6111 -2.1117 0.119 0.914 0.543 -0.105
H -2.7390 -4.4811 -2.6001 0.200 1.027 1.201 0.165
H -2.9464 -3.9591 -0.8382 0.139 -0.318 0.830 0.104
H -4.6455 -2.4073 -1.4195 0.209 0.706 -0.492 0.093
H -5.0602 -3.9992 -1.8532 0.794 0.526 -0.425 0.140
H -5.4143 -2.3697 -3.6185 -0.077 0.016 0.534 0.069
H -2.2895 -1.7625 -1.6916 0.328 -1.084 -0.241 0.079
C 0.1397 -0.4710 6.4559 0.539 -0.103 -2.164 -0.167
C -0.7772 0.6481 5.9929 0.625 -0.446 1.392 -0.245
O -0.1024 1.8857 6.0503 0.602 -0.604 0.987 -0.033
O 1.2088 -0.7130 5.4685 -0.618 0.763 0.939 -0.104
H -0.3787 -1.3889 6.4922 -1.003 -1.057 -0.099 0.096
H 0.5763 -0.3901 7.4143 0.531 0.762 1.130 0.109
H -1.6761 0.6351 6.6106 -0.119 0.163 0.131 0.120
H -1.0781 0.4273 5.0026 -0.363 -0.255 -1.183 0.087
H -0.4455 2.4335 5.3674 -0.517 0.823 -1.009 0.035
H 1.7493 0.0806 5.5958 0.504 -0.043 -0.460 0.055
C -0.0716 -4.1745 1.0705 3.391 -0.391 0.902 -0.167
C -0.2564 -5.4652 0.3562 0.306 0.547 -0.226 -0.220
O -0.5227 -5.3058 -1.0136 0.344 -0.129 -0.365 -0.047
O 1.2156 -3.5454 0.6108 -1.894 -0.581 -0.024 -0.123
H 0.0774 -4.3867 2.1595 0.043 0.121 -0.881 0.102
H -0.9150 -3.5513 1.0250 -1.102 1.270 -0.512 0.093
H -1.0160 -6.0256 0.8144 -1.323 -0.866 0.744 0.108
H 0.6384 -6.0243 0.4122 1.077 -0.660 0.168 0.119
H -1.2493 -4.6973 -1.0652 -0.587 0.396 -0.411 0.029
H 1.1553 -3.4582 -0.3886 -0.074 0.250 1.145 0.048
C -4.8660 1.9556 2.8843 -0.016 -0.878 -0.385 -0.216
C -4.7934 1.4203 4.2945 -0.574 0.680 0.723 -0.254
O -3.4294 1.2009 4.6256 -0.014 0.959 -0.375 -0.104
O -4.4049 0.9489 1.9496 -0.571 0.430 0.307 -0.090
H -4.3050 2.9048 2.8773 0.142 -0.356 -0.461 0.121
H -5.9069 2.1933 2.6252 0.214 -0.133 -0.071 0.118
H -5.4085 0.5344 4.4872 0.488 -0.245 -0.423 0.122
H -5.2379 2.1743 4.9838 0.256 -0.076 -0.291 0.120
H -3.0114 2.0416 4.2894 0.322 -1.221 0.469 0.072
H -3.4527 0.9583 1.7582 -0.338 0.481 0.391 0.038
C 2.1772 -0.3374 1.5768 -1.381 0.550 5.566 -0.656
O 3.1125 0.1517 2.2315 1.016 0.500 -0.130 -0.018
N 2.1687 -0.5939 0.3391 0.233 -0.929 -4.180 0.235
N 1.0009 -0.5989 2.3119 0.502 -0.089 -2.087 0.184
H 2.9446 -0.2013 -0.2439 -1.130 -0.616 0.533 0.128
H 1.3925 -1.1982 0.0152 0.995 0.818 -0.588 0.092
H 0.3210 -1.1831 1.8605 -0.366 -0.017 -0.068 0.073
H 1.0551 -0.6980 3.2938 0.386 -0.065 1.113 0.044
C -0.5459 3.3995 2.7996 2.639 -2.087 -0.968 -0.689
O -1.5638 3.2545 3.4122 -2.638 -1.166 2.068 0.031
N 0.4264 2.4343 2.6271 0.080 1.954 -0.101 0.199
N -0.3244 4.6032 2.2415 1.077 2.928 -0.045 0.168
H 0.2751 1.4540 2.7880 -0.285 -0.069 -0.163 0.065
H 1.1925 2.7326 2.0136 -0.302 -0.559 0.387 0.079
H -0.7554 5.2751 2.8782 -0.207 -0.029 -0.689 0.114
H 0.6288 4.9368 2.0406 -0.374 -0.978 0.044 0.082
C -6.0780 -0.1195 -2.7162 1.017 2.723 0.511 -0.673
O -6.5500 -1.2192 -2.8354 -1.503 -1.494 -0.237 0.034
N -6.5956 0.9209 -1.9824 -1.775 0.550 1.241 0.150
N -4.9272 0.2832 -3.2840 0.077 0.242 0.133 0.206
H -6.0510 1.7864 -1.8330 -0.706 -0.951 -0.316 0.106
H -7.5850 0.9075 -1.6481 1.680 -0.180 -0.463 0.127
H -4.5187 1.1573 -3.0006 0.193 0.152 -0.388 0.071
H -4.4613 -0.3357 -3.8870 0.851 -0.706 -0.635 0.068
C -5.8306 -3.0452 0.7869 -0.640 -0.409 -1.046 -0.736
O -6.0105 -4.2438 0.6179 -0.625 0.096 -0.183 0.014
N -6.6486 -2.0320 0.3343 -1.685 -0.607 -1.197 0.151
N -4.7388 -2.5766 1.3407 3.382 2.668 2.791 0.177
H -6.3121 -1.0968 0.2890 0.681 0.525 0.354 0.065
H -7.0879 -2.2356 -0.5618 -0.125 -0.247 0.432 0.089
H -4.6458 -1.5663 1.6640 -0.412 -1.806 -0.779 0.126
H -4.1447 -3.1925 1.8961 -0.544 -0.092 -0.309 0.076
C 2.6295 -4.5226 4.2217 1.223 -0.169 1.203 -0.614
O 3.0233 -4.6911 5.3895 -1.026 -0.128 -1.942 -0.007
N 2.3420 -3.2871 3.7181 -0.461 0.883 0.965 0.176
N 2.5499 -5.6088 3.2718 -0.117 1.377 1.876 0.135
H 2.1179 -3.1873 2.7523 -0.285 0.057 -0.637 0.040
H 2.1779 -2.4373 4.3212 0.421 -1.691 -0.589 0.110
H 3.2301 -6.2892 3.5612 0.054 -0.355 -0.033 0.083
H 2.7034 -5.2911 2.3427 0.051 0.147 -0.943 0.050
C 5.4101 0.7239 -1.4303 -0.496 -0.401 -0.522 -0.586
O 4.3497 1.1797 -0.9776 0.220 -0.078 0.447 -0.017
N 6.3118 0.0584 -0.6393 -0.125 0.197 -1.170 0.161
N 5.6186 0.7922 -2.8041 1.609 -1.002 1.680 0.173
H 7.0425 -0.4752 -1.1258 -0.491 0.480 0.777 0.119
H 6.1050 -0.0587 0.3803 0.412 -0.163 -0.779 0.082
H 5.0282 1.4127 -3.2992 -0.725 0.640 -0.559 0.064
H 6.5769 0.7281 -3.1135 -0.158 0.033 -0.139 0.099
```
Positions in Å, forces in eV/Å.

Its charge is -1. Its orbital gap is 9.55 eV. The strongest force on any atom comes out at 0.112 hartree/bohr. For the LUMO energy, the calculation gives 1.9 eV.